# 1
Molecular formula: C29H30CdMgN10O12
Method: DFT, ωB97M-V with the def2-TZVPD basis set

The geometry in XYZ format:
```
83
Properties=species:S:1:pos:R:3:lowdin_charge:R:1
Mg -1.76545 5.06446 4.93860 1.0882
Cd -2.69436 4.24035 -2.87752 0.6687
N 3.21181 6.28097 5.75421 -0.6731
O 4.09133 5.47737 5.77483 0.1248
O 2.11782 6.00728 6.18926 0.0608
O 3.39585 7.41703 5.33735 0.1021
N -6.33102 3.93578 1.67003 -0.6166
O -5.43473 4.22580 2.47356 0.0192
O -7.48762 3.75078 1.96530 0.0905
O -5.93755 3.92824 0.46398 0.0313
N 0.15883 1.51864 1.13671 -0.6630
O 0.04468 2.15706 2.15451 0.0571
O 0.79394 0.46570 1.08624 0.0884
O -0.36042 1.96246 0.14015 0.0721
N -0.96593 8.32792 0.73900 -0.6641
O -1.08681 7.97963 1.90019 0.0405
O -1.36035 7.62771 -0.15925 0.0614
O -0.44642 9.39424 0.44148 0.0935
N 9.51677 2.29499 2.27243 -0.0227
C 10.86289 2.16184 2.07948 -0.1255
C 10.99593 1.15213 1.13807 -0.1341
C 9.79975 0.48761 1.07634 -0.1242
C 8.85157 1.27191 1.74107 -0.1416
H 9.03641 3.05716 2.72897 0.1529
H 11.48179 2.93884 2.50332 0.1025
H 11.94805 0.87658 0.70917 0.0930
H 9.62257 -0.37325 0.44872 0.0900
H 7.77940 1.30376 1.86694 0.1098
N -4.41627 0.05054 -4.69891 0.0473
C -5.74486 0.00013 -5.15692 -0.1293
C -6.43946 -1.10003 -5.67785 -0.0849
C -5.73515 -2.26021 -5.76221 -0.1023
C -4.46295 -2.35662 -5.20945 -0.0774
C -3.85953 -1.21479 -4.65684 -0.1434
H -6.20129 0.97894 -5.16098 0.0888
H -7.38345 -0.90380 -6.16443 0.1038
H -6.09790 -3.15784 -6.24084 0.1056
H -3.94120 -3.30075 -5.15655 0.0988
H -3.02990 -1.35075 -3.97888 0.0956
N -2.63723 0.94274 7.56758 0.0361
C -3.90976 0.50067 7.81711 -0.1717
C -4.28210 -0.74875 8.23461 -0.0764
C -3.21758 -1.52477 8.73263 -0.0549
C -1.85066 -1.11202 8.55920 -0.0567
C -1.61252 0.13001 7.96419 -0.1489
H -4.70182 1.09172 7.38157 0.0937
H -5.29997 -1.10962 8.24591 0.1041
H -3.44622 -2.53796 9.02855 0.0965
H -1.07830 -1.84120 8.75453 0.0954
H -0.59179 0.39719 7.73369 0.0962
N 2.58125 -6.47182 -3.58456 0.0484
C 3.04845 -7.10676 -4.69227 -0.1290
C 4.05697 -6.52681 -5.49523 -0.0849
C 4.43597 -5.22601 -5.31116 -0.1214
C 3.91980 -4.49629 -4.26821 -0.0668
C 3.04036 -5.20199 -3.40635 -0.1357
H 2.77115 -8.13911 -4.84643 0.0952
H 4.59205 -7.03571 -6.28333 0.0964
H 5.10875 -4.72467 -5.99117 0.1046
H 4.37982 -3.52967 -4.12524 0.0999
H 2.67497 -4.72194 -2.51056 0.0935
N -3.61048 -6.60579 4.57356 0.0327
C -4.46966 -7.63801 4.74570 -0.1519
C -5.69996 -7.64898 4.07947 -0.0750
C -5.99025 -6.57399 3.20995 -0.0775
C -5.18911 -5.41226 3.16132 -0.0682
C -3.92570 -5.53972 3.75595 -0.1319
H -4.14897 -8.50710 5.30089 0.0961
H -6.36389 -8.49256 4.19760 0.0928
H -6.87239 -6.62192 2.58873 0.0942
H -5.39900 -4.51524 2.59768 0.0948
H -3.17988 -4.75896 3.77954 0.0940
N 0.95025 4.47639 -6.09968 0.0542
C 1.42952 5.66523 -6.57397 -0.1830
C 2.38434 5.90354 -7.54166 -0.0685
C 3.02748 4.74719 -8.06986 -0.0612
C 2.75707 3.47996 -7.51043 -0.0757
C 1.68826 3.40992 -6.60868 -0.1417
H 1.00464 6.53812 -6.10076 0.0936
H 2.65250 6.91633 -7.80385 0.0995
H 3.77574 4.83987 -8.84309 0.0959
H 3.33327 2.60387 -7.76897 0.0973
H 1.33785 2.40910 -6.40379 0.0918
```

Computed properties:
relative energy (zero: lowest compared OMol25 entry of this formula, charge and spin)	2307.6	kJ/mol
max |F|	3.9	eV/Å
calculated total energy	-2940.16955	hartree
HOMO level	-0.2894	Eh

***

# 2
Molecular formula: C29H30Cl12O4
Method: DFT, ωB97M-V with the def2-TZVPD basis set

The geometry in XYZ format:
```
75
Properties=species:S:1:pos:R:3:lowdin_charge:R:1
C -8.23336 3.39482 -0.12386 0.0156
C -7.78803 2.73888 -1.42362 -0.4919
O -7.83943 3.38726 -2.45134 0.0854
O -7.38157 1.44059 -1.47824 -0.0130
C -6.26326 1.13668 -0.61572 -0.1630
C -5.06355 0.54812 -1.41457 -0.1456
C -3.79024 1.30039 -0.95931 -0.1831
C -2.48815 0.41845 -1.05504 -0.1108
C -1.60620 0.71521 0.14864 -0.1491
C -1.39076 2.03272 0.55775 -0.0375
C -0.60728 2.39128 1.62447 -0.0487
C -0.01013 1.38539 2.38052 -0.0109
C -0.20546 0.08393 1.99551 -0.0972
C -0.98168 -0.28710 0.88572 -0.0322
C -1.07721 -1.77268 0.55061 -0.2888
O -2.08145 -2.31069 0.13255 0.0997
C 0.19443 -2.54501 0.82464 0.0604
C 0.94726 -2.19526 1.85854 -0.1145
C 2.28328 -2.87238 2.19089 -0.1634
C 3.38624 -1.86547 2.60181 -0.1823
C 4.62953 -1.89815 1.68598 -0.1367
C 5.50800 -0.65500 1.73650 -0.2104
C 5.08705 0.61123 2.09942 -0.0525
C 5.93557 1.70266 2.13257 -0.0921
C 7.26218 1.57006 1.77104 -0.0911
C 7.68709 0.30780 1.38873 -0.0989
C 6.84395 -0.77490 1.36009 -0.0794
C 0.45747 -1.04234 2.76294 -0.2784
O 0.55501 -1.04610 3.96765 0.0910
H -8.85254 4.26978 -0.32144 0.0899
H -7.32312 3.77542 0.37072 0.0893
H -8.68189 2.69564 0.59117 0.0923
H -6.53325 0.50054 0.24005 0.1332
H -5.93226 2.08600 -0.16557 0.1047
H -5.28814 0.67951 -2.47595 0.0654
H -5.00420 -0.51331 -1.14095 0.1158
H -3.91770 1.50590 0.11182 0.1085
H -3.64292 2.21212 -1.54951 0.1166
H -1.93505 0.61101 -1.98576 0.1281
H -2.82978 -0.61648 -1.09764 0.0887
H -1.89208 2.80537 -0.02719 0.1190
H -0.44529 3.42985 1.90529 0.1131
H 0.63206 1.57801 3.23837 0.1256
H 0.47579 -3.35762 0.15504 0.1313
H 2.16225 -3.69273 2.91818 0.0370
H 2.59615 -3.35885 1.25156 0.1109
H 3.70019 -2.14394 3.61879 0.1002
H 3.03690 -0.83074 2.67335 0.0844
H 4.36292 -2.11964 0.64129 0.1227
H 5.25820 -2.73419 2.03306 0.1193
H 4.05062 0.79761 2.37764 0.0997
H 5.52726 2.66907 2.42459 0.1045
H 7.91133 2.44121 1.79984 0.1038
H 8.73998 0.20340 1.11900 0.0996
H 7.25778 -1.73184 1.04051 0.0274
Cl -6.15972 4.47753 -6.25251 0.5255
C -6.79078 3.08337 -5.37064 -1.5351
Cl -7.94075 2.18581 -6.36356 0.5320
Cl -5.47011 2.03119 -4.84804 0.5556
H -7.30476 3.43837 -4.48472 -0.0290
Cl 8.35169 -2.91657 -0.74556 0.5687
C 9.71513 -2.21399 -1.62224 -1.5342
Cl 9.32594 -0.58403 -2.17308 0.5321
Cl 11.16306 -2.20215 -0.61326 0.5251
H 9.91177 -2.82862 -2.49146 0.0111
Cl 3.18932 -4.54322 7.53443 0.5303
C 2.60294 -4.91405 5.91159 -1.5192
Cl 1.68524 -3.56116 5.25290 0.6229
Cl 3.95101 -5.32734 4.84277 0.5299
H 1.94697 -5.77296 5.97677 0.0137
Cl -2.01762 -0.16757 -6.73274 0.5100
C -3.19834 0.56638 -7.82380 -1.5597
Cl -2.44132 1.81989 -8.80894 0.5196
Cl -3.94926 -0.66088 -8.84572 0.5211
H -3.97294 1.02851 -7.22331 -0.0322
```

Computed properties:
max |F|	1.7	eV/Å
calculated total energy	-6946.26840	hartree
HOMO level	-0.3349	Eh
SMILES string	CC(=O)OCCCCc1cccc2c1C(=O)C=C(CCCc1ccccc1)C2=O.ClC(Cl)Cl.ClC(Cl)Cl.ClC(Cl)Cl.ClC(Cl)Cl

***

# 3
Molecular formula: C29H30Cl2N5O3Ta
Method: DFT, ωB97M-V with the def2-TZVPD basis set

The geometry in XYZ format:
```
70
Properties=species:S:1:pos:R:3:lowdin_charge:R:1
Ta 0.56019 -0.47330 -0.13513 1.9309
O -1.22769 -1.07664 -0.05012 -0.2097
C -2.40549 -1.22045 -0.68649 -0.2778
C -3.56408 -1.44322 0.03696 0.0214
C -4.76083 -1.60349 -0.64223 -0.0222
C -4.81236 -1.55441 -2.03581 -0.0426
C -3.65218 -1.34732 -2.74976 -0.0056
C -2.43241 -1.16496 -2.08360 -0.1436
C -1.22433 -1.00059 -2.85130 -0.0404
N -0.06312 -0.69001 -2.39727 -0.0955
C 1.04989 -0.66097 -3.34103 -0.1579
C 2.15820 -1.57265 -2.78807 -0.1581
N 1.76768 -2.01290 -1.44545 -0.0871
C 1.82672 -3.28039 -1.21115 -0.0243
C 1.45801 -3.94051 0.00900 -0.1426
C 1.47888 -5.33842 0.08829 -0.0032
C 1.14571 -5.96603 1.26904 -0.0421
C 0.80846 -5.19758 2.38414 -0.0203
C 0.79981 -3.81275 2.33018 0.0251
C 1.11383 -3.19033 1.13547 -0.2789
O 1.13651 -1.84375 1.04514 -0.2322
H -3.51253 -1.49017 1.11622 0.1322
H -5.66831 -1.77721 -0.07952 0.1241
H -5.75349 -1.68845 -2.54920 0.1207
H -3.67316 -1.32272 -3.83271 0.1270
H -1.32457 -1.16009 -3.92665 0.1487
H 1.39336 0.36866 -3.44219 0.0907
H 0.73040 -0.99559 -4.32839 0.1296
H 3.11128 -1.04425 -2.72947 0.1104
H 2.30905 -2.43197 -3.44168 0.1259
H 2.18568 -3.92887 -2.01195 0.1472
H 1.75885 -5.91762 -0.78333 0.1269
H 1.15489 -7.04420 1.33684 0.1202
H 0.55570 -5.69077 3.31324 0.1240
H 0.55742 -3.21297 3.19673 0.1321
Cl 2.90158 0.86503 3.02194 0.7665
C 1.42462 1.74521 3.24455 -0.5524
C 1.31527 2.64180 4.32153 -0.1003
C 0.15104 3.32332 4.51545 -0.5875
Cl 0.02130 4.40321 5.84793 0.7761
C -0.95380 3.15194 3.63378 -0.1508
C -2.19038 3.81863 3.78419 0.0039
C -3.18777 3.59430 2.88160 -0.0184
C -2.94621 2.71667 1.80908 -0.0966
N -1.81548 2.07467 1.63275 0.0964
C -0.82246 2.26874 2.54138 -0.1458
C 0.39002 1.54233 2.36997 -0.3013
O 0.49837 0.65015 1.37134 -0.3009
H 2.15069 2.77370 4.99425 0.1191
H -2.32952 4.49749 4.61387 0.1035
H -4.14628 4.08474 2.97101 0.1193
H -3.71782 2.54640 1.06584 0.1192
N 2.56523 0.66162 -0.43283 -0.0398
C 3.17846 1.44381 -1.55543 -0.1997
C 2.66620 2.87010 -1.61216 -0.1723
C 1.20859 3.06246 -2.03639 -0.1669
C 0.15033 2.88146 -0.95060 -0.2005
N -0.47869 1.53298 -0.90386 -0.0626
H 2.54303 1.28450 0.37626 0.0523
H 3.23656 -0.05319 -0.14557 0.1049
H 2.97562 0.93824 -2.49598 0.0784
H 4.25846 1.44842 -1.40908 0.1339
H 3.30445 3.40022 -2.32061 0.1285
H 2.83661 3.35515 -0.64433 0.1267
H 0.97164 2.41817 -2.89141 0.1056
H 1.11553 4.08078 -2.41458 0.1229
H -0.64367 3.61584 -1.09460 0.1275
H 0.57081 3.07923 0.03839 0.1120
H -1.04555 1.41180 -1.73736 0.0963
H -1.14277 1.59693 -0.10906 0.0501
```

Computed properties:
relative energy (zero: lowest compared OMol25 entry of this formula, charge and spin)	14.7	kJ/mol
max |F|	1.1	eV/Å
calculated total energy	-2599.70230	hartree
net charge	+2
HOMO level	-0.4882	Eh

***

# 4
Molecular formula: C29H30ClFNO3S
Method: DFT, ωB97M-V with the def2-TZVPD basis set

The geometry in XYZ format:
```
66
Properties=species:S:1:pos:R:3:lowdin_charge:R:1
C 0.20892 3.85991 4.09761 -0.0582
C 1.16395 2.90130 3.36023 -0.5623
C 2.30091 3.73643 2.77092 -0.0831
C 1.73493 1.92137 4.39606 -0.0551
C 0.42110 2.10304 2.28291 -0.0911
C 0.99170 1.83656 1.03563 -0.0142
C 0.22536 1.31478 -0.01929 -0.2250
C 0.97811 0.57245 -1.17614 -0.3044
C 0.10830 0.89823 -2.42350 -0.2112
C -1.03229 0.19752 -2.79195 -0.0024
C -1.71551 0.60295 -3.94123 -0.2383
F -2.96614 0.05657 -4.18432 0.0136
C -1.29555 1.65427 -4.74165 -0.0274
C -0.07366 2.32638 -4.42025 -0.0509
C 0.58666 1.91476 -3.24064 -0.0434
C -1.14257 1.14347 0.19720 -0.0490
C -1.68992 1.08752 1.47461 -0.0716
C -3.11757 0.53920 1.74910 -0.5419
C -2.99908 -0.80281 2.49014 -0.0549
C -3.91061 0.30947 0.46185 -0.0781
C -3.92997 1.48757 2.64778 -0.0634
C -0.84974 1.44203 2.64035 -0.3714
O -1.15397 1.16167 3.78137 -0.0216
H -0.56935 3.27780 4.60274 0.0740
H 0.78607 4.42484 4.84485 0.0746
H -0.26105 4.56073 3.39358 0.0859
H 3.09350 3.10737 2.35381 0.0691
H 1.94157 4.41272 1.98540 0.0863
H 2.75111 4.35247 3.55782 0.0749
H 2.44614 1.24283 3.90495 0.0856
H 2.23317 2.48508 5.19989 0.0765
H 0.89502 1.33662 4.79478 0.0756
H 2.05847 1.99728 0.89636 0.1043
H 1.73784 1.36962 -1.32012 0.1467
H -1.38636 -0.69753 -2.26638 0.0819
H -1.88313 1.98258 -5.57703 0.0968
H 0.28245 3.18078 -4.96249 0.0877
H 1.51852 2.39753 -2.98800 0.1049
H -1.79724 0.84455 -0.62312 0.0784
H -2.48048 -0.63709 3.44087 0.0750
H -3.98913 -1.24688 2.67513 0.0796
H -2.39762 -1.48976 1.88442 0.0661
H -3.99670 1.24041 -0.11161 0.0871
H -3.42127 -0.44863 -0.15867 0.0711
H -4.92684 -0.05267 0.68402 0.0809
H -4.02914 2.47346 2.18162 0.0815
H -4.94062 1.08827 2.82774 0.0757
H -3.43172 1.61373 3.61370 0.0720
N 2.02005 -8.14933 -5.12806 0.1480
C 2.01066 -7.25313 -4.39723 -0.1886
C 2.07262 -6.09235 -3.54585 -0.2264
C 1.03235 -5.82253 -2.63670 0.0011
C 1.14609 -4.68750 -1.80080 -0.0315
C 2.25678 -3.85198 -1.95324 -0.2687
S 2.41689 -2.35036 -1.01138 0.6441
C 1.07754 -0.96578 -1.33567 -0.5161
Cl -0.22913 -1.80702 -0.40323 0.6844
O 2.42297 -2.72686 0.38416 -0.3260
O 3.64015 -1.71975 -1.43909 -0.3482
C 3.25902 -4.10868 -2.87284 -0.0427
C 3.20988 -5.26088 -3.66465 -0.0025
H 0.16764 -6.49068 -2.54856 0.1250
H 0.41632 -4.46750 -1.05889 0.0802
H 1.86954 -0.37521 -0.56307 0.1414
H 4.09708 -3.42971 -2.96642 0.1122
H 4.03697 -5.52149 -4.33958 0.1273
```

Computed properties:
relative energy (zero: lowest compared OMol25 entry of this formula, charge and spin)	283.7	kJ/mol
max |F|	7.7	eV/Å
calculated total energy	-2361.61896	hartree
net charge	-1
HOMO level	-0.1329	Eh